Entry 1:
C10H10O2 in the gas phase, computed with wB97M-V/def2-TZVPD.

ORCA input file:
```
! RIJCOSX wB97M-V def2-TZVPD def2/J DEFGRID3
* xyz 0 1
O -3.625 -1.146 -0.768
O 1.405 0.013 2.546
C -0.214 0.016 -0.654
H 2.205 2.369 0.701
H 2.930 1.371 -1.542
H -0.514 -0.944 2.701
H 0.272 1.700 -1.685
C -1.541 -0.254 -1.086
C -2.436 -0.926 -0.219
H -4.207 -1.553 -0.155
C 1.234 0.166 1.318
C 2.259 1.163 0.609
H 3.244 1.039 1.093
C 0.765 0.687 -1.571
H -1.887 0.113 -2.041
C 2.232 0.740 -0.890
H 0.898 0.190 -2.524
C -2.178 -1.311 1.104
H 2.845 -0.238 -0.960
C -0.876 -0.966 1.613
C 0.042 -0.350 0.694
H -2.853 -1.881 1.719
*
```

Gap between HOMO and LUMO ... 9.06 eV
HOMO energy ... -8.67 eV

Mulliken analysis output, partial charges in e:
1 O -0.484
2 O -0.676
3 C 0.504
4 H 0.252
5 H 0.362
6 H 0.360
7 H 0.309
8 C -0.670
9 C 0.817
10 H 0.287
11 C 0.512
12 C -0.629
13 H 0.322
14 C -0.755
15 H 0.424
16 C -0.740
17 H 0.392
18 C -0.680
19 H 0.297
20 C -0.644
21 C 0.104
22 H 0.338



Entry 2:
C10H10O2 in the gas phase, computed with wB97M-V/def2-TZVPD.

ORCA input file:
```
! RIJCOSX wB97M-V def2-TZVPD def2/J DEFGRID3
* xyz 0 1
O -2.156 -0.932 -1.437
C 0.774 -1.828 -0.085
H 0.538 -1.173 -2.185
C -1.127 -0.858 -0.741
H -2.121 2.182 -0.127
C -0.045 -1.708 1.026
C -0.577 0.827 0.961
H 1.760 -0.667 1.375
H -0.349 2.080 -2.254
C -1.120 -0.663 0.746
C 0.927 0.993 0.597
C 0.876 0.628 -0.905
O 1.901 0.295 1.415
C -0.236 1.602 -1.261
C -1.133 1.698 -0.185
H -2.072 -0.878 1.238
H 1.558 -2.549 -0.164
H -0.004 -2.316 1.913
C 0.344 -0.820 -1.152
H -0.826 1.194 1.949
H 1.856 0.853 -1.390
H 1.234 2.039 0.667
*
```

Gap between HOMO and LUMO ... 9.96 eV
HOMO energy ... -9.10 eV

Mulliken analysis output, partial charges in e:
1 O -0.621
2 C -0.930
3 H 0.566
4 C -0.292
5 H 0.385
6 C -0.843
7 C -0.303
8 H 0.442
9 H 0.384
10 C 0.454
11 C -0.470
12 C -0.238
13 O -0.664
14 C -0.627
15 C -0.616
16 H 0.585
17 H 0.346
18 H 0.355
19 C 0.547
20 H 0.501
21 H 0.469
22 H 0.571



Entry 3:
C10H10O2 in the gas phase, computed with wB97M-V/def2-TZVPD.

ORCA input file:
```
! RIJCOSX wB97M-V def2-TZVPD def2/J DEFGRID3
* xyz 0 1
C -0.262 -1.878 0.065
H 3.524 0.910 -0.054
H -0.318 -2.363 1.049
O 2.475 -1.630 0.045
H -0.265 2.839 -0.167
C -2.451 -0.652 0.342
H 0.295 -2.587 -0.563
H -2.184 -2.704 -0.430
H -1.555 -1.341 -1.480
C -1.823 0.657 0.021
H 3.445 -1.431 0.128
C 2.467 0.798 -0.017
H -3.550 -0.618 0.120
C 1.825 -0.453 0.022
O -2.474 1.697 -0.050
C 0.284 1.917 -0.077
C -0.345 0.659 -0.006
H 2.174 2.921 0.053
C 0.440 -0.503 0.068
C 1.690 1.947 -0.012
H -2.393 -0.792 1.404
C -1.688 -1.720 -0.413
*
```

Gap between HOMO and LUMO ... 9.01 eV
HOMO energy ... -8.74 eV

Mulliken analysis output, partial charges in e:
1 C -0.790
2 H 0.320
3 H 0.314
4 O -0.544
5 H 0.469
6 C -0.587
7 H 0.343
8 H 0.331
9 H 0.315
10 C 0.603
11 H 0.305
12 C -0.813
13 H 0.311
14 C 0.800
15 O -0.626
16 C -1.077
17 C 0.473
18 H 0.367
19 C 0.409
20 C -0.474
21 H 0.328
22 C -0.777



Entry 4:
A molecular structure, C10H11AuBN2O4, computed with wB97M-V/def2-TZVPD.

ORCA input file:
```
! RIJCOSX wB97M-V def2-TZVPD def2/J DEFGRID3
* xyz -1 1
H 2.460 3.490 -3.032
H 3.582 -0.804 0.916
N 3.076 0.168 -0.600
C -2.337 -1.530 2.174
O -1.083 -1.166 1.862
Au 0.482 -0.620 -0.769
H -6.009 -2.629 2.297
C -4.299 -2.398 1.038
H -4.881 -1.829 4.327
H 3.478 2.308 -3.896
H 4.434 2.943 -1.575
H 1.724 2.335 -4.168
B -0.907 -1.357 0.462
C 3.078 1.300 -1.208
C 2.233 1.431 -2.363
O -2.131 -1.898 -0.021
O 0.436 0.732 -3.514
C -4.969 -2.331 2.253
C -4.330 -1.883 3.399
O 3.865 0.055 0.578
N 1.187 0.647 -2.474
H 4.589 2.182 0.017
C 2.510 2.471 -3.422
C -3.001 -1.481 3.383
C -2.985 -1.977 1.008
H -4.792 -2.746 0.142
H 3.209 3.232 -0.337
C 3.887 2.488 -0.754
H -2.505 -1.133 4.277
*
```

Gap between HOMO and LUMO ... 7.12 eV
HOMO energy ... -3.99 eV

Mulliken analysis output, partial charges in e:
1 H 0.259
2 H 0.338
3 N -0.398
4 C 0.748
5 O -0.418
6 Au -0.028
7 H 0.343
8 C -0.804
9 H 0.342
10 H 0.292
11 H 0.314
12 H 0.390
13 B 0.112
14 C 0.385
15 C 0.703
16 O -0.434
17 O -0.733
18 C -0.451
19 C -0.412
20 O -0.464
21 N 0.043
22 H 0.403
23 C -1.203
24 C -0.829
25 C 0.625
26 H 0.423
27 H 0.270
28 C -1.236
29 H 0.419



Entry 5:
2 unconnected molecules or ions with the total composition C10H11Br, computed with wB97M-V/def2-TZVPD.

ORCA input file:
```
! RIJCOSX wB97M-V def2-TZVPD def2/J DEFGRID3
* xyz 0 1
C -0.515 -0.483 0.800
C -2.454 1.030 -0.713
H 3.389 -0.334 -0.582
H -0.007 1.575 1.591
H -2.013 -2.081 0.187
C -1.442 -1.184 -0.215
H -1.363 2.750 0.190
C 2.497 0.380 -0.795
H 2.930 1.979 0.442
Br 1.409 -0.426 -2.207
H -0.766 -1.654 -1.116
C 0.460 -1.238 1.284
H -3.048 1.695 -1.290
C -1.452 1.654 0.157
H 1.148 -2.855 2.350
H 2.193 -2.346 1.072
H -3.049 -0.834 -1.631
C -2.445 -0.249 -0.819
H 1.577 2.314 -0.813
C 1.275 -2.220 1.490
C 2.315 1.576 -0.353
C -0.640 0.951 0.972
*
```

Gap between HOMO and LUMO ... 8.31 eV
HOMO energy ... -7.68 eV

Mulliken analysis output, partial charges in e:
1 C 0.495
2 C -0.433
3 H 0.323
4 H 0.456
5 H 0.305
6 C -0.254
7 H 0.361
8 C -0.269
9 H 0.256
10 Br -0.136
11 H 0.123
12 C 0.036
13 H 0.394
14 C -0.114
15 H 0.255
16 H 0.305
17 H 0.210
18 C -0.469
19 H 0.246
20 C -1.068
21 C -0.420
22 C -0.601



Entry 6:
2 unconnected molecules or ions with the total composition C10H11BrO, computed with wB97M-V/def2-TZVPD.

ORCA input file:
```
! RIJCOSX wB97M-V def2-TZVPD def2/J DEFGRID3
* xyz 0 1
H 0.998 0.609 -0.767
H -2.156 3.588 1.004
H 3.523 -0.089 -0.579
H -2.704 -1.008 0.650
C -1.364 -0.085 -1.216
C 0.428 -1.209 0.125
C 2.745 -0.568 -0.013
H -0.682 2.552 0.659
C -0.972 -0.863 -0.172
C 0.791 -2.358 0.849
C 2.123 -2.621 1.079
H 0.065 -3.144 1.173
C -2.184 2.493 -0.916
H -0.828 3.880 -0.199
Br -3.967 2.440 -0.908
C -1.486 3.128 0.210
H -0.611 -0.158 -2.083
H 4.061 -1.985 0.970
H -2.236 0.428 -1.536
C 1.448 -0.280 -0.233
C 3.087 -1.716 0.699
H 2.282 -3.512 1.691
O -1.840 -1.375 0.729
*
```

Gap between HOMO and LUMO ... 7.29 eV
HOMO energy ... -7.77 eV

Mulliken analysis output, partial charges in e:
1 H 0.297
2 H 0.361
3 H 0.331
4 H 0.312
5 C -1.586
6 C 0.496
7 C -0.547
8 H 0.236
9 C 1.073
10 C -0.427
11 C -0.415
12 H 0.309
13 C -0.086
14 H 0.311
15 Br -0.031
16 C -0.805
17 H 0.201
18 H 0.408
19 H 0.495
20 C -0.372
21 C -0.393
22 H 0.325
23 O -0.493



Entry 7:
7 unconnected molecules or ions with the total composition C10H11Cl25O2PS, computed with wB97M-V/def2-TZVPD.

ORCA input file:
```
! RIJCOSX wB97M-V def2-TZVPD def2/J DEFGRID3
* xyz 1 1
Cl -8.958 -6.055 -0.326
Cl -2.935 4.758 -0.244
C 6.339 2.144 3.006
C -5.421 -4.983 -6.372
H 7.305 2.600 3.185
H 4.103 1.289 1.524
C -5.339 -1.553 -2.047
H 4.406 -1.450 1.910
Cl -3.793 -2.026 -1.326
Cl -6.450 -5.236 0.827
H 7.271 0.403 3.858
Cl -5.476 1.271 -5.871
C 3.572 0.517 2.074
Cl 9.702 2.766 -1.485
S 2.718 1.303 3.465
H 6.183 2.123 1.929
Cl -2.710 2.072 -5.812
O -0.295 1.089 3.455
Cl -8.758 -3.511 1.014
C 9.689 2.269 0.204
C -4.333 2.450 -5.227
C -2.467 3.156 0.303
H 5.530 2.729 3.444
Cl -5.604 -4.230 -4.785
Cl -4.343 2.382 -3.461
Cl 0.611 3.817 3.463
Cl 11.250 1.583 0.639
Cl 9.355 3.672 1.227
O 5.871 -0.225 2.526
Cl -3.608 1.959 -0.291
Cl -2.443 3.116 2.079
Cl -0.844 2.777 -0.313
Cl -5.106 -1.230 -3.763
C -8.208 -5.190 1.015
H 2.447 0.258 4.260
H 2.816 0.079 1.426
H 4.268 -0.900 3.589
Cl 8.425 1.049 0.447
Cl -5.935 -0.090 -1.244
Cl -6.512 -2.843 -1.815
Cl -8.656 -5.953 2.540
Cl -3.717 -4.967 -6.835
C 4.540 -0.598 2.571
P 0.744 1.983 2.629
C 6.278 0.702 3.531
Cl -6.360 -4.074 -7.558
H 0.016 0.749 4.299
H 5.624 0.629 4.405
Cl -4.791 4.068 -5.757
Cl -6.000 -6.649 -6.313
*
```

Gap between HOMO and LUMO ... 8.19 eV
HOMO energy ... -12.26 eV

Mulliken analysis output, partial charges in e:
1 Cl -0.088
2 Cl -0.072
3 C -0.971
4 C 0.286
5 H 0.254
6 H 0.374
7 C 0.352
8 H 0.312
9 Cl -0.131
10 Cl -0.088
11 H 0.370
12 Cl -0.092
13 C -0.510
14 Cl -0.088
15 S -0.105
16 H 0.302
17 Cl -0.105
18 O -0.374
19 Cl -0.087
20 C 0.359
21 C 0.291
22 C 0.303
23 H 0.294
24 Cl -0.004
25 Cl 0.014
26 Cl -0.117
27 Cl -0.082
28 Cl -0.110
29 O -0.382
30 Cl 0.029
31 Cl -0.135
32 Cl -0.136
33 Cl -0.005
34 C 0.350
35 H 0.199
36 H 0.561
37 H 0.366
38 Cl -0.091
39 Cl -0.136
40 Cl -0.028
41 Cl -0.102
42 Cl -0.103
43 C -0.624
44 P 0.663
45 C -0.263
46 Cl -0.100
47 H 0.328
48 H 0.319
49 Cl -0.098
50 Cl -0.101



Entry 8:
A molecular structure, C10H11Cl2MnNO2, computed with wB97M-V/def2-TZVPD.

ORCA input file:
```
! RIJCOSX wB97M-V def2-TZVPD def2/J DEFGRID3
* xyz -1 5
C 0.314 -2.467 0.060
H 2.184 -0.767 -2.204
C -0.002 -1.221 -1.887
Mn 0.312 -0.292 -0.018
C 1.606 -1.986 -0.372
H 2.560 -2.226 0.082
H -0.463 -0.777 -2.771
H -1.042 1.206 -1.939
O -0.397 -0.414 1.837
C 0.878 1.848 -1.065
H 2.425 2.737 -2.282
C 1.410 -1.219 -1.583
H -2.988 0.788 3.421
C -2.215 0.015 3.345
H 0.116 -3.148 0.885
C 1.354 2.635 -2.110
H 0.647 3.034 -2.833
H -1.137 1.831 -0.183
O -1.086 1.741 2.169
N 1.566 1.220 -0.122
C -1.126 0.520 2.346
C -0.673 -1.999 -0.881
Cl -2.931 -1.510 2.759
H 2.433 1.581 0.281
Cl -1.472 -0.194 4.939
H -1.728 -2.294 -0.895
C -0.546 1.359 -0.979
*
```

Gap between HOMO and LUMO (spin up / spin down) ... 6.05 / 6.30 eV
HOMO energy (spin up / spin down) ... -3.05 / -3.30 eV

Mulliken analysis output, partial charges in e:
1 C -0.705
2 H 0.375
3 C -0.622
4 Mn 0.163
5 C -0.246
6 H 0.441
7 H 0.544
8 H 0.324
9 O -0.768
10 C 0.539
11 H 0.276
12 C -0.361
13 H 0.313
14 C 0.066
15 H 0.403
16 C -1.145
17 H 0.289
18 H 0.288
19 O -0.648
20 N -0.252
21 C 0.446
22 C -0.377
23 Cl -0.188
24 H 0.091
25 Cl -0.201
26 H 0.417
27 C -0.463